Record 1
8
Properties=species:S:1:pos:R:3 method="wB97M-V/def2-TZVPD" e_tot_ev=-33747.6623
P 0.10 1.13 -1.21
S 0.85 -0.39 0.07
C -0.58 -0.91 1.08
Cl -1.51 0.32 1.83
H 1.44 1.45 -1.33
H 0.21 0.44 -2.39
H -0.07 -1.35 1.97
H -1.27 -1.69 0.59

***

Record 2
15
Properties=species:S:1:pos:R:3 method="wB97M-V/def2-TZVPD" e_tot_ev=-11894.3668
C 0.13 0.13 2.35
C 0.62 0.33 0.95
O 0.99 1.36 0.46
O 0.62 -0.86 0.28
C 0.75 -0.94 -1.10
O 1.47 -1.76 -1.57
C -0.16 -0.01 -1.88
N -1.39 0.41 -1.25
H -0.83 -0.37 2.36
H 0.83 -0.49 2.89
H 0.06 1.10 2.85
H 0.43 0.89 -2.12
H -0.40 -0.53 -2.83
H -1.24 1.13 -0.56
H -1.88 -0.38 -0.83

***

Record 3
143
Properties=species:S:1:pos:R:3 method="wB97M-V/def2-TZVPD" e_tot_ev=-275111.8542
C -4.66 -0.82 1.76
C -3.57 -1.75 2.26
O -4.21 -3.01 2.22
S -5.08 -3.19 0.83
O -6.10 -4.22 0.92
O -4.16 -3.27 -0.28
O -5.62 -1.65 1.03
H -4.37 0.04 1.15
H -5.26 -0.43 2.58
H -3.24 -1.61 3.28
H -2.74 -1.73 1.55
C -2.42 5.15 7.40
C -3.73 4.50 7.88
O -3.98 3.59 6.87
S -2.55 2.77 6.62
O -2.49 2.39 5.23
O -2.24 1.76 7.66
O -1.65 4.10 6.83
H -1.96 5.68 8.23
H -2.55 5.95 6.68
H -4.61 5.15 7.92
H -3.84 3.96 8.82
C 0.36 -9.23 4.28
C -1.11 -9.57 4.32
O -1.90 -8.44 4.17
S -1.02 -7.04 4.21
O -1.58 -6.10 5.19
O -0.73 -6.62 2.84
O 0.30 -7.89 4.86
H 0.81 -9.22 3.29
H 0.93 -9.87 4.94
H -1.31 -10.19 5.20
H -1.37 -10.32 3.57
C -0.17 -4.04 -3.86
C 1.23 -4.53 -4.32
O 0.95 -5.75 -4.98
S -0.40 -5.65 -5.90
O -1.02 -6.96 -6.18
O -0.20 -4.70 -7.01
O -1.12 -4.83 -4.58
H -0.39 -3.00 -4.10
H -0.33 -4.05 -2.78
H 1.87 -4.86 -3.50
H 1.70 -3.85 -5.03
C -1.89 8.12 1.91
C -2.65 6.83 1.90
O -3.95 7.15 1.58
S -3.90 8.34 0.35
O -5.14 9.16 0.41
O -3.47 7.72 -0.92
O -2.57 9.04 1.10
H -0.84 8.14 1.63
H -1.89 8.56 2.91
H -2.65 6.32 2.86
H -2.21 6.16 1.16
C -2.40 -1.51 -9.52
C -3.50 -0.96 -8.62
O -2.77 -0.68 -7.45
S -1.38 0.08 -7.80
O -0.33 -0.05 -6.81
O -1.71 1.41 -8.31
O -1.19 -0.94 -9.09
H -2.50 -1.16 -10.55
H -2.42 -2.60 -9.63
H -4.35 -1.54 -8.27
H -3.99 -0.04 -8.92
C 5.34 -4.28 8.19
C 3.79 -4.50 7.92
O 3.85 -5.53 6.96
S 5.04 -5.36 5.90
O 4.48 -4.43 4.92
O 5.55 -6.63 5.39
O 5.97 -4.51 6.95
H 5.71 -4.96 8.96
H 5.52 -3.32 8.67
H 3.23 -3.62 7.61
H 3.26 -4.94 8.77
C 4.32 6.79 3.72
C 3.04 7.44 4.29
O 1.98 6.48 4.25
S 2.33 5.15 3.43
O 1.91 5.29 2.01
O 1.93 3.90 4.16
O 4.00 5.39 3.61
H 5.21 6.86 4.35
H 4.56 7.37 2.83
H 2.85 8.36 3.74
H 3.27 7.74 5.31
C 4.83 3.61 -3.29
C 4.68 2.74 -4.50
O 5.91 1.97 -4.61
S 6.71 1.96 -3.24
O 8.17 1.96 -3.25
O 6.16 0.96 -2.34
O 6.14 3.45 -2.94
H 4.23 3.36 -2.42
H 4.71 4.67 -3.54
H 4.59 3.28 -5.44
H 3.75 2.17 -4.49
C -4.53 1.31 -3.55
C -4.52 2.57 -2.72
O -4.93 3.59 -3.54
S -5.95 2.98 -4.78
O -5.22 3.06 -6.05
O -7.27 3.60 -4.73
O -5.83 1.43 -4.18
H -4.44 0.42 -2.93
H -3.72 1.21 -4.28
H -3.47 2.78 -2.49
H -5.24 2.37 -1.93
C 2.80 -0.50 1.02
C 1.51 -1.32 1.51
O 0.78 -1.04 0.30
S 0.79 0.57 -0.07
O -0.13 1.31 0.81
O 0.62 0.66 -1.55
O 2.38 0.65 0.33
H 3.29 -1.08 0.24
H 3.44 -0.23 1.86
H 1.02 -0.88 2.37
H 1.60 -2.41 1.54
C 3.57 -7.17 0.75
C 4.27 -8.53 0.53
O 3.28 -9.44 0.30
S 2.07 -8.79 -0.61
O 0.71 -9.17 -0.08
O 2.41 -9.00 -2.02
O 2.48 -7.23 -0.13
H 4.26 -6.36 0.52
H 3.16 -7.08 1.76
H 4.84 -8.88 1.39
H 4.91 -8.52 -0.35
C -0.62 5.24 -4.88
C -1.28 6.45 -5.50
O -0.60 6.76 -6.73
S 0.93 6.29 -6.74
O 1.79 7.35 -6.15
O 1.28 5.68 -8.06
O 0.68 5.13 -5.55
H -1.05 4.25 -5.05
H -0.47 5.41 -3.82
H -1.10 7.29 -4.83
H -2.30 6.27 -5.84

***

Record 4
45
Properties=species:S:1:pos:R:3 method="wB97M-V/def2-TZVPD" e_tot_ev=-40311.4118
O -2.71 1.45 -0.81
C -1.84 0.86 -1.44
C -1.99 0.95 -2.96
C -3.24 1.42 -3.51
C -3.30 1.36 -4.85
C -2.37 0.61 -5.63
C -1.18 0.10 -5.07
I 0.20 -1.11 -6.32
C -1.04 0.24 -3.69
N 0.17 -0.12 -3.12
C 0.26 -0.04 -1.80
C 1.63 -0.43 -1.32
C 2.72 0.14 -1.81
C 4.06 -0.26 -1.45
C 4.16 -1.37 -0.64
C 3.11 -1.91 0.01
C 1.81 -1.46 -0.41
N -0.69 0.45 -0.82
C -0.48 0.81 0.62
C -1.28 -0.07 1.62
C -0.71 -0.09 3.02
C 0.51 -0.77 3.22
C 1.11 -0.85 4.47
O 2.32 -1.63 4.61
C 0.38 -0.42 5.57
C -0.75 0.34 5.37
C -1.37 0.50 4.08
O -2.48 1.36 3.88
H -4.12 1.73 -2.95
H -4.20 1.80 -5.33
H -2.57 0.38 -6.62
H 2.56 1.04 -2.51
H 4.95 0.40 -1.82
H 5.20 -1.67 -0.46
H 3.21 -2.71 0.71
H 0.96 -1.97 0.05
H -0.78 1.87 0.78
H 0.61 1.01 0.86
H -1.21 -1.08 1.20
H -2.33 0.12 1.69
H 1.07 -1.21 2.42
H 2.79 -1.51 5.48
H 0.80 -0.52 6.53
H -1.31 0.77 6.20
H -2.63 1.53 2.93

***

Record 5
72
Properties=species:S:1:pos:R:3 method="wB97M-V/def2-TZVPD" e_tot_ev=-123222.2096 spin_multiplicity=2
Ru 0.31 0.70 0.62
O 3.07 -1.40 3.29
C 3.00 -2.64 2.77
C 3.81 -3.63 3.33
C 3.77 -4.93 2.84
C 2.92 -5.26 1.79
C 2.12 -4.27 1.24
C 2.16 -2.96 1.70
C 1.28 -1.93 1.03
O 1.13 -0.74 1.73
N 1.86 -1.54 -0.27
N 0.88 -0.68 -0.86
C 1.43 0.29 -1.55
C 0.80 0.97 -2.66
Br 1.35 2.79 -2.79
C 0.01 0.49 -3.63
C -0.47 -0.87 -3.91
C -0.82 -1.84 -2.97
C -1.28 -3.08 -3.37
C -1.41 -3.39 -4.72
C -1.08 -2.43 -5.67
C -0.63 -1.18 -5.27
H 2.37 -0.87 2.83
H 4.45 -3.36 4.16
H 4.40 -5.68 3.29
H 2.88 -6.27 1.41
H 1.44 -4.52 0.43
H 0.29 -2.38 0.84
H 1.95 -2.33 -0.89
H 2.50 0.47 -1.42
H -0.25 1.21 -4.40
H -0.72 -1.62 -1.91
H -1.54 -3.82 -2.62
H -1.77 -4.36 -5.02
H -1.18 -2.65 -6.72
H -0.39 -0.44 -6.02
C -3.77 2.35 -2.89
C -3.33 3.56 -2.37
C -2.29 3.60 -1.46
C -1.67 2.41 -1.07
C -2.11 1.20 -1.59
C -3.16 1.17 -2.50
N -0.60 2.38 -0.13
N -0.24 3.51 0.29
C 0.76 3.43 1.21
C 1.32 4.60 1.74
C 2.34 4.49 2.65
C 2.81 3.22 3.02
C 2.26 2.07 2.50
C 1.19 2.14 1.58
H -4.59 2.33 -3.60
H -3.81 4.48 -2.67
H -1.95 4.54 -1.05
H -1.64 0.28 -1.28
H -3.49 0.22 -2.90
H 0.94 5.56 1.41
H 2.80 5.38 3.07
H 3.62 3.14 3.73
H 2.66 1.11 2.80
C -0.97 0.06 3.84
Si -1.54 0.67 2.17
C -2.55 -0.67 1.28
C -2.54 2.25 2.37
H -1.80 0.08 4.55
H -0.17 0.69 4.24
H -0.58 -0.96 3.77
H -3.10 -1.25 2.04
H -1.92 -1.39 0.74
H -3.28 -0.25 0.59
H -3.12 2.22 3.30
H -3.23 2.41 1.54
H -1.87 3.11 2.43

***

Record 6
15
Properties=species:S:1:pos:R:3 method="wB97M-V/def2-TZVPD" e_tot_ev=-7824.4518 charge=+1
C -0.83 -0.29 1.36
C -0.52 0.77 0.56
C -0.75 1.56 -0.62
C -0.02 0.40 -1.55
C 1.52 -0.73 0.66
C 0.46 -0.24 -0.21
N 0.07 -1.22 0.74
H -1.26 -0.70 2.27
H -1.83 1.81 -0.75
H -0.25 2.56 -0.63
H -0.68 -0.26 -2.17
H 0.70 1.04 -2.18
H 2.31 -1.43 0.39
H 1.67 -0.13 1.50
H -0.60 -3.13 0.63